[1]
Computed, not measured: a molecular structure, C35H45F3N2O3SV, with wB97M-V/def2-TZVPD.

Properties
* gap between HOMO and LUMO (alpha / beta): 0.2933 / 0.2874 Ha
* charge: +1
* HOMO (alpha / beta): -10.986 / -11.074 eV
* 2S+1: 3
* ⟨S²⟩: 2.02
* energy relative to the best compared isomer or geometry (same formula, charge and spin): 0.0000 eV
* energy: -3337.644885 a.u.

Atoms and positions in Å:
V: -0.227 0.648 -0.622
C: 1.313 -1.312 4.355
C: 1.651 -0.754 2.969
C: 3.046 -1.209 2.531
C: 1.532 0.764 2.939
C: 2.427 1.519 3.692
C: 2.413 2.904 3.650
C: 1.512 3.558 2.826
C: 0.594 2.849 2.059
C: -0.381 3.606 1.179
C: 0.336 4.510 0.173
C: -1.381 4.396 2.024
C: 0.591 1.454 2.156
N: -0.348 0.683 1.385
C: -1.193 -0.057 2.035
C: -1.946 -1.150 1.517
C: -2.838 -1.782 2.410
C: -3.494 -2.934 2.074
C: -3.234 -3.513 0.825
C: -2.367 -2.930 -0.067
C: -1.723 -1.715 0.234
N: -0.878 -1.112 -0.662
C: -0.559 -1.723 -1.920
C: 0.683 -2.382 -2.047
C: 1.001 -2.945 -3.276
C: 0.122 -2.866 -4.346
C: -1.085 -2.211 -4.206
C: -1.452 -1.622 -2.999
C: -2.791 -0.914 -2.905
C: -3.957 -1.895 -3.074
C: -2.901 0.201 -3.953
C: 1.630 -2.525 -0.864
C: 3.091 -2.691 -1.280
C: 1.214 -3.697 0.033
H: 1.357 -2.402 4.346
H: 0.313 -1.014 4.674
H: 2.020 -0.953 5.105
H: 0.945 -1.185 2.258
H: 3.820 -0.830 3.201
H: 3.278 -0.870 1.518
H: 3.105 -2.298 2.540
H: 3.148 1.014 4.322
H: 3.108 3.472 4.254
H: 1.510 4.640 2.788
H: -0.945 2.878 0.592
H: 0.926 5.280 0.673
H: -0.391 5.007 -0.470
H: 1.003 3.928 -0.469
H: -0.867 5.149 2.624
H: -1.928 3.741 2.703
H: -2.102 4.903 1.383
H: -1.304 0.130 3.104
H: -2.991 -1.335 3.386
H: -4.181 -3.401 2.765
H: -3.719 -4.443 0.555
H: -2.169 -3.399 -1.021
H: 1.942 -3.461 -3.405
H: 0.387 -3.319 -5.293
H: -1.761 -2.152 -5.050
H: -2.877 -0.465 -1.915
H: -3.927 -2.371 -4.056
H: -4.904 -1.360 -2.991
H: -3.946 -2.678 -2.316
H: -2.950 -0.218 -4.959
H: -2.051 0.882 -3.913
H: -3.812 0.778 -3.794
H: 1.554 -1.617 -0.258
H: 3.272 -3.678 -1.710
H: 3.740 -2.596 -0.409
H: 3.392 -1.947 -2.020
H: 1.222 -4.629 -0.535
H: 0.214 -3.560 0.442
H: 1.913 -3.804 0.866
C: 3.554 1.526 -2.395
S: 3.185 0.880 -0.777
C: 3.812 2.199 0.237
O: 1.672 1.046 -0.659
H: 3.107 2.514 -2.498
H: 3.134 0.833 -3.121
H: 4.638 1.566 -2.506
H: 4.900 2.189 0.157
H: 3.507 1.984 1.261
H: 3.396 3.148 -0.097
F: -3.182 1.270 0.020
C: -3.445 2.324 -0.786
F: -4.492 1.998 -1.542
F: -3.782 3.350 -0.005
C: -2.225 2.691 -1.676
O: -2.262 3.701 -2.312
O: -1.259 1.809 -1.661

Forces on atoms 1 to 6 (eV/Å):
-0.25 -0.13 -0.19
0.00 0.00 -0.04
-0.03 0.00 0.04
-0.02 0.01 0.02
0.01 -0.03 -0.06
0.02 0.00 0.01

[2]
Computed, not measured: a molecular structure, C35H45MgPS4, with wB97M-V/def2-TZVPD.

Properties
* gap between HOMO and LUMO: 0.2616 Ha
* HOMO: -6.905 eV
* 2S+1: 1
* energy relative to the best compared isomer or geometry (same formula, charge and spin): 0.0000 eV
* energy: -3494.848690 a.u.

Atoms and positions in Å:
Mg: -0.922 -0.189 0.434
C: -3.539 2.962 0.868
C: -3.483 2.819 -0.650
S: -1.813 2.782 -1.328
C: -1.335 4.516 -1.227
C: 0.182 4.651 -1.333
S: 1.142 3.666 -0.162
C: 0.308 4.121 1.368
C: 0.871 3.337 2.544
S: 0.494 1.561 2.546
C: -0.909 1.540 3.673
C: -2.168 2.253 3.199
S: -2.863 1.505 1.703
H: -4.571 3.124 1.184
H: -2.967 3.840 1.177
H: -4.073 3.613 -1.114
H: -3.937 1.877 -0.965
H: -1.686 4.954 -0.293
H: -1.786 5.092 -2.038
H: 0.441 5.708 -1.236
H: 0.519 4.335 -2.322
H: -0.756 3.902 1.278
H: 0.434 5.192 1.549
H: 0.488 3.758 3.476
H: 1.957 3.448 2.580
H: -0.596 1.962 4.632
H: -1.099 0.477 3.830
H: -1.957 3.304 2.989
H: -2.903 2.233 4.006
C: -0.072 1.356 -4.454
C: 1.354 0.918 -4.303
C: 2.293 1.275 -5.265
C: 3.616 0.869 -5.175
C: 4.021 0.083 -4.110
C: 3.100 -0.283 -3.140
C: 1.773 0.132 -3.220
P: 0.566 -0.283 -1.919
C: 1.575 -1.160 -0.649
C: 2.238 -0.224 0.157
C: 3.026 -0.600 1.229
C: 3.127 -1.944 1.539
C: 2.452 -2.876 0.775
C: 1.670 -2.526 -0.325
C: 0.982 -3.645 -1.054
C: -0.557 -1.471 -2.707
C: -0.139 -2.281 -3.757
C: -0.947 -3.297 -4.239
C: -2.184 -3.499 -3.637
C: -2.625 -2.662 -2.627
C: -1.849 -1.597 -2.150
C: -2.357 -0.671 -1.101
H: -0.154 2.136 -5.212
H: -0.481 1.742 -3.517
H: -0.714 0.524 -4.749
H: 1.968 1.884 -6.100
H: 4.322 1.167 -5.938
H: 5.047 -0.250 -4.032
H: 3.417 -0.900 -2.311
H: 2.122 0.832 -0.070
H: 3.524 0.154 1.824
H: 3.716 -2.269 2.388
H: 2.510 -3.923 1.046
H: 1.148 -4.576 -0.513
H: 1.360 -3.772 -2.068
H: -0.093 -3.493 -1.138
H: 0.849 -2.128 -4.178
H: -0.614 -3.930 -5.051
H: -2.824 -4.305 -3.976
H: -3.611 -2.810 -2.201
H: -3.351 -0.986 -0.772
H: -2.451 0.311 -1.574
C: -1.376 -3.125 5.054
C: -0.058 -2.778 4.352
C: 0.666 -4.072 3.964
C: 0.832 -1.968 5.307
C: -0.328 -1.976 3.148
C: -0.539 -1.321 2.147
H: -1.176 -3.708 5.956
H: -2.018 -3.713 4.398
H: -1.916 -2.220 5.334
H: 0.844 -4.680 4.854
H: 1.623 -3.853 3.492
H: 0.065 -4.653 3.263
H: 1.059 -2.555 6.200
H: 0.333 -1.049 5.616
H: 1.768 -1.694 4.818

Forces on atoms 1 to 6 (eV/Å):
-0.31 0.14 0.26
0.04 0.17 -0.16
-0.18 0.00 0.00
-0.03 -0.13 0.00
0.02 0.15 -0.01
-0.04 0.17 -0.09

[3]
Computed, not measured: a molecular structure, C35H46AsBN9Ru, with wB97M-V/def2-TZVPD.

Properties
* gap between HOMO and LUMO (alpha / beta): 0.2836 / 0.2389 Ha
* charge: +2
* HOMO (alpha / beta): -13.428 / -13.768 eV
* 2S+1: 6
* ⟨S²⟩: 8.76
* energy relative to the best compared isomer or geometry (same formula, charge and spin): 0.0000 eV
* energy: -4209.252945 a.u.

Atoms and positions in Å:
Ru: -0.191 -0.199 0.280
C: -2.832 0.609 -2.402
C: -1.608 1.463 -2.381
C: -1.366 2.606 -3.141
C: -0.138 3.076 -2.726
C: 0.617 4.281 -3.193
N: 0.316 2.240 -1.771
N: -0.580 1.236 -1.555
B: 1.709 2.208 -1.119
N: 2.314 0.815 -1.414
N: 1.729 -0.321 -0.936
C: 2.375 -1.357 -1.501
C: 2.039 -2.786 -1.221
C: 3.389 -0.876 -2.323
C: 3.318 0.504 -2.249
C: 4.158 1.521 -2.955
N: 1.571 2.413 0.406
N: 0.683 1.663 1.118
C: 0.742 2.074 2.397
C: -0.102 1.467 3.472
C: 1.674 3.103 2.494
C: 2.174 3.295 1.217
C: 3.207 4.268 0.743
H: -2.922 0.060 -3.340
H: -3.730 1.222 -2.296
H: -2.815 -0.093 -1.581
H: -2.006 3.035 -3.901
H: 0.017 4.826 -3.918
H: 1.561 4.007 -3.668
H: 0.847 4.951 -2.364
H: 2.406 3.061 -1.580
H: 1.219 -2.873 -0.519
H: 2.896 -3.304 -0.794
H: 1.771 -3.307 -2.141
H: 4.089 -1.456 -2.909
H: 3.617 1.958 -3.796
H: 5.054 1.044 -3.345
H: 4.457 2.334 -2.294
H: -0.563 0.542 3.138
H: -0.899 2.149 3.773
H: 0.497 1.249 4.355
H: 1.949 3.652 3.384
H: 3.597 4.829 1.590
H: 2.789 4.977 0.026
H: 4.039 3.757 0.256
C: -2.146 3.120 0.514
C: -2.989 1.890 0.702
C: -4.377 2.041 0.665
C: -5.199 0.976 0.945
C: -4.623 -0.219 1.355
C: -3.250 -0.304 1.404
N: -2.439 0.694 1.001
C: -2.577 -1.478 2.014
C: -3.250 -2.328 2.874
C: -2.550 -3.345 3.497
C: -1.192 -3.475 3.264
C: -0.577 -2.597 2.388
N: -1.266 -1.627 1.773
C: 0.885 -2.645 2.152
C: 1.593 -3.804 2.360
C: 2.977 -3.758 2.266
C: 3.579 -2.549 2.007
C: 2.804 -1.411 1.767
C: 3.510 -0.103 1.565
N: 1.459 -1.478 1.789
H: -2.395 3.830 1.309
H: -2.373 3.608 -0.434
H: -1.088 2.909 0.561
H: -4.790 3.015 0.423
H: -6.278 1.076 0.895
H: -5.244 -1.062 1.629
H: -4.297 -2.172 3.094
H: -3.052 -4.008 4.191
H: -0.613 -4.222 3.787
H: 1.086 -4.731 2.596
H: 3.569 -4.652 2.422
H: 4.658 -2.457 1.989
H: 2.817 0.724 1.540
H: 4.209 0.051 2.391
H: 4.094 -0.115 0.640
C: -0.985 -4.142 -0.827
As: -1.424 -2.299 -1.261
C: -1.077 -2.256 -3.171
C: -3.354 -2.539 -1.155
H: -1.658 -4.782 -1.394
H: -1.131 -4.326 0.238
H: 0.042 -4.373 -1.095
H: -1.962 -2.578 -3.714
H: -0.255 -2.934 -3.389
H: -0.798 -1.251 -3.481
H: -3.640 -3.223 -1.951
H: -3.908 -1.614 -1.256
H: -3.591 -2.997 -0.196

Forces on atoms 1 to 6 (eV/Å):
0.22 0.30 0.15
0.05 0.23 -0.14
-0.20 -0.03 0.04
-0.25 -0.02 -0.13
0.27 0.10 0.05
-0.02 -0.11 0.04